C23H37N3O2 | ωB97M-V/def2-TZVPD

Last column: Löwdin charge in e.
Positions of all 65 atoms, in Å:
O1 -1.064 3.299 0.054  0.071
O2 3.916 1.476 -2.334  0.084
N1 2.097 1.848 -1.018  -0.028
N2 -0.678 1.310 -0.947  0.108
N3 -2.096 -0.279 1.306  -0.157
C1 -2.107 0.369 4.199  -0.068
C2 -4.133 -2.377 1.702  -0.066
C3 1.122 -2.169 -2.051  -0.032
C4 1.560 -0.891 -1.742  -0.047
C5 2.967 2.155 -2.019  -0.465
C6 1.180 3.762 -2.015  -0.100
C7 2.430 0.809 -0.068  -0.080
C8 -3.253 -2.320 0.458  -0.414
C9 1.891 -1.563 0.526  -0.049
C10 1.062 -3.159 -1.081  -0.289
C11 -1.927 -1.617 0.772  -0.180
C12 -0.910 -0.237 3.474  -0.409
C13 0.620 -4.549 -1.419  -0.052
C14 1.937 -0.569 -0.445  -0.213
C15 -0.306 2.508 -0.473  -0.477
C16 -2.061 0.879 -0.976  -0.130
C17 1.152 2.906 -0.731  -0.183
C18 0.397 0.183 4.140  -0.074
C19 2.548 3.481 -2.625  -0.063
C20 1.461 -2.838 0.212  -0.043
C21 -2.705 0.678 0.415  -0.167
C22 -2.972 -3.725 -0.070  -0.075
C23 -0.912 0.197 2.000  -0.182
H1 -3.743 0.379 0.240  0.114
H2 -5.094 -2.832 1.472  0.076
H3 -3.022 0.102 3.680  0.062
H4 2.207 -1.338 1.534  0.110
H5 -2.357 -3.683 -0.966  0.067
H6 -2.720 1.644 0.922  0.116
H7 2.036 1.092 0.913  0.132
H8 -3.649 -2.965 2.479  0.083
H9 -2.162 0.006 5.222  0.075
H10 -2.025 1.454 4.219  0.082
H11 0.026 0.675 -1.294  0.096
H12 1.011 4.813 -1.794  0.122
H13 -4.301 -1.376 2.087  0.063
H14 1.641 -0.155 -2.529  0.115
H15 1.250 -0.284 3.652  0.060
H16 -3.780 -1.763 -0.322  0.126
H17 -0.992 -1.328 3.519  0.127
H18 0.518 1.263 4.086  0.081
H19 0.017 -4.559 -2.324  0.076
H20 3.289 4.226 -2.329  0.128
H21 0.005 -0.167 1.514  0.093
H22 -2.651 1.647 -1.489  0.126
H23 -2.106 -0.044 -1.555  0.115
H24 1.433 -3.596 0.981  0.117
H25 -1.287 -1.626 -0.129  0.112
H26 3.526 0.761 -0.005  0.142
H27 0.402 -0.109 5.188  0.076
H28 0.389 3.426 -2.689  0.124
H29 0.833 -2.398 -3.067  0.114
H30 1.485 3.495 0.137  0.164
H31 0.043 -4.981 -0.604  0.071
H32 2.540 3.432 -3.712  0.123
H33 -0.901 1.288 1.971  0.123
H34 -3.903 -4.232 -0.315  0.077
H35 -1.408 -2.203 1.533  0.123
H36 1.491 -5.183 -1.586  0.085
H37 -2.449 -4.314 0.680  0.079

Cartesian forces, eV/Å:
O -0.2 0.3 0.1
O 0.2 -0.2 0.0
N -0.4 -0.2 0.2
N 0.1 -0.4 -0.1
N 0.2 0.0 -0.1
C 0.1 -0.3 -0.1
C 0.0 0.2 -0.3
C -0.1 -0.1 0.1
C 0.2 0.0 0.1
C 0.0 0.3 -0.4
C 0.1 0.1 0.0
C 0.3 -0.1 0.0
C 0.2 -0.1 0.2
C 0.1 0.0 -0.1
C 0.0 0.0 0.0
C -0.3 0.1 -0.2
C 0.1 0.3 -0.1
C 0.1 0.0 0.0
C 0.0 0.0 0.0
C 0.6 -0.2 -0.1
C -0.4 0.1 0.4
C -0.2 0.4 0.2
C -0.2 -0.2 -0.1
C 0.0 0.0 0.0
C 0.0 0.0 -0.1
C 0.0 0.1 -0.3
C -0.1 0.3 0.0
C 0.0 -0.3 0.4
H -0.1 0.1 0.0
H -0.1 -0.1 0.0
H -0.2 0.0 0.0
H 0.0 0.0 0.1
H 0.1 -0.1 -0.1
H -0.1 -0.1 -0.1
H 0.0 0.0 0.0
H 0.1 -0.1 0.2
H 0.0 0.0 0.1
H 0.0 0.2 0.0
H -0.1 0.2 0.0
H -0.1 0.0 0.0
H -0.1 0.1 0.1
H 0.0 0.1 0.0
H 0.2 0.0 0.0
H 0.0 0.0 0.0
H 0.0 0.0 0.0
H 0.0 0.2 0.0
H -0.1 -0.1 0.0
H 0.0 0.0 0.0
H 0.0 0.1 0.0
H 0.0 -0.1 0.0
H 0.0 0.0 -0.1
H 0.0 -0.1 0.1
H 0.0 0.0 0.1
H -0.2 0.1 0.1
H 0.1 0.0 0.1
H 0.0 0.0 0.0
H 0.0 0.0 -0.1
H -0.1 -0.1 -0.1
H -0.1 -0.1 0.0
H 0.1 0.0 0.0
H 0.0 0.1 0.0
H -0.1 -0.1 0.0
H 0.1 -0.1 0.0
H 0.0 -0.1 0.0
H 0.1 -0.1 0.1

## Properties
DFT total energy: -1213.41629 a.u.
SMILES string: Cc1ccc(CN2C(=O)CC[C@H]2C(=O)NCCN(CC(C)C)CC(C)C)cc1
E_LUMO: 0.71 eV
HOMO energy: -8.09 eV
Charge: 0
Gap between HOMO and LUMO: 8.8 eV